Entry from OMol25: a structure of composition C10H23HgN2O7 (ωB97M-V/def2-TZVPD).

spin multiplicity = 1
E = -1183.7549 Eh
charge = -3

Geometry as XYZ:
```
43
Properties=species:S:1:pos:R:3:forces:R:3
Hg -19.29351 20.03758 -0.87963 0.01 -0.03 0.05
O -21.26670 21.19041 3.16187 0.08 0.38 0.65
H -21.18519 21.77993 3.93669 -0.04 -0.27 -0.40
O -24.25900 22.79357 -2.10751 -3.05 2.37 -2.06
C -25.38390 23.35355 -2.84289 1.75 -2.43 1.81
C -26.65427 23.94270 -2.07436 -1.64 -0.53 3.25
O -27.04886 23.56079 -0.77121 1.68 0.43 -1.66
H -25.73638 22.51403 -3.44212 -0.78 -0.92 0.13
H -25.21351 24.02364 -3.68555 0.92 1.07 0.08
H -27.66152 23.92993 -2.49074 -0.02 -0.73 -2.10
H -26.51475 25.02153 -2.14336 0.89 0.89 0.37
O -19.67571 15.43957 -0.36131 2.49 -2.14 0.32
C -18.56032 14.58230 -0.09935 -3.69 2.34 0.09
C -17.55460 15.13778 1.03569 -0.61 3.90 1.17
O -17.64111 16.57341 1.40004 1.03 -4.18 -1.57
H -18.04711 14.32087 -1.02476 0.88 0.54 -0.39
H -18.94490 13.62052 0.24003 0.00 -0.64 0.53
H -16.57854 14.73179 0.77003 0.85 0.44 -0.37
H -17.76567 14.64250 1.98345 -0.80 -0.52 0.14
C -15.50582 26.27976 -0.87981 0.04 -0.95 -1.27
O -15.71422 25.10960 -1.07269 -0.37 -0.11 0.25
N -14.50837 26.94558 -1.52102 1.69 2.17 -1.08
C -13.65069 26.52521 -2.69139 -0.27 0.53 1.34
C -13.96800 28.15394 -0.88780 0.50 0.17 0.33
H -16.16557 26.94642 -0.30319 0.22 -0.08 0.41
H -14.07214 25.76737 -3.35182 -0.16 0.06 0.48
H -12.64630 26.27079 -2.35290 -0.05 -0.78 0.28
H -13.41115 27.43911 -3.23500 -0.65 0.09 -0.35
H -13.17138 27.91410 -0.18354 -0.06 -0.36 0.46
H -13.42424 28.84652 -1.53028 -0.41 -0.25 -0.87
H -14.67607 28.79636 -0.36432 -0.44 -0.48 0.01
C -16.12735 19.27827 -6.79888 -0.65 1.08 0.96
O -16.82122 19.45014 -5.77220 2.05 -0.99 -2.95
N -15.45590 18.14470 -7.19015 -1.86 3.00 -1.33
C -14.51446 18.02696 -8.30232 0.08 0.79 0.45
C -15.67542 17.08709 -6.35389 0.37 -3.64 1.52
H -15.93722 20.05974 -7.55079 -0.25 0.47 0.17
H -14.71927 17.23285 -9.02034 -0.11 -0.58 0.62
H -13.52496 17.97499 -7.84812 0.27 -0.56 -0.35
H -14.45629 18.87847 -8.98028 -0.50 0.61 0.54
H -15.51603 16.19898 -6.96541 0.72 -0.50 0.53
H -15.04178 17.19918 -5.47410 0.31 -0.75 0.15
H -16.65964 16.86776 -5.93997 -0.42 1.09 -0.32
```
Forces are in eV/Å.

=====

Entry from OMol25: a structure of composition C10H23HgN3OPS2 (ωB97M-V/def2-TZVPD).

spin multiplicity = 2
E = -1925.4535 Eh
<S²> = 0.754

Geometry as XYZ:
```
41
Properties=species:S:1:pos:R:3:forces:R:3
Hg 1.98841 -1.59330 -0.36561 0.07 0.53 0.04
C 0.74568 1.04224 2.33136 0.47 0.10 -0.19
C -0.74802 1.00851 1.91806 -0.06 0.13 1.61
N -1.09787 0.24669 0.76586 0.38 1.21 -1.74
C -1.65214 -1.05072 0.80307 -0.02 0.88 -0.41
C -2.82119 -1.17871 1.79998 0.14 -1.21 -0.54
S -0.36562 -2.40543 0.92371 0.15 -0.83 0.42
C 0.22960 -2.54060 2.65303 0.14 -0.07 0.10
C 0.70977 -1.22568 3.36026 0.22 -0.51 0.28
N 1.32069 -0.27481 2.49340 0.48 -0.39 -0.54
H 1.28511 1.58964 1.51703 -0.22 -0.59 0.63
H 0.88059 1.64859 3.26539 -0.37 -0.17 -0.59
H -1.41282 0.68995 2.74953 0.58 -0.02 -0.22
H -0.98895 2.06836 1.84185 -0.31 0.17 -0.55
H -0.62259 0.57399 -0.11548 -0.50 -0.73 1.10
H -3.38451 -0.24637 1.83252 -0.07 -0.12 -0.25
H -2.04847 -1.27836 -0.21763 0.37 0.11 0.70
H -2.48910 -1.38427 2.81639 0.03 -0.12 0.01
H -3.44751 -2.03515 1.43717 0.33 0.82 0.61
H -0.61114 -2.85052 3.23886 -0.67 -0.53 0.27
H 0.91686 -3.43369 2.66256 -0.29 1.18 -0.17
H -0.17900 -0.79973 3.85703 0.31 0.08 -0.41
H 1.36318 -1.51175 4.21876 -0.21 -0.02 -0.53
H 2.28909 -0.46327 2.21661 -0.62 0.61 0.30
S 4.88707 2.16823 0.50234 0.78 1.29 0.27
C 4.25594 0.72989 0.50270 -2.32 -3.44 -0.94
N 3.70542 -0.34274 0.40201 1.23 1.83 0.65
C 1.26607 1.29803 -4.22387 1.84 -0.43 -0.27
P -0.03662 0.98749 -3.03607 0.31 0.58 2.27
C -0.68113 -0.72884 -3.27651 -0.05 0.51 -0.36
C -1.37116 2.15398 -3.45322 0.73 -2.34 0.32
O 0.40121 1.27429 -1.59390 -0.45 -0.98 -1.68
H 1.61023 0.46183 -4.86444 -0.49 0.24 0.46
H 2.18697 1.69350 -3.74401 -0.64 -0.48 0.27
H 1.00378 2.10699 -4.86431 -0.60 0.57 -0.73
H -0.74774 -1.05552 -4.33910 0.03 0.39 0.69
H -1.67603 -0.80610 -2.80025 0.48 0.00 -0.19
H 0.02993 -1.37506 -2.75576 -0.10 -0.07 0.00
H -1.67709 1.78084 -4.42942 -0.61 0.73 -0.13
H -0.95118 3.13443 -3.38775 -0.07 0.66 -0.21
H -2.06573 1.92312 -2.64213 -0.39 0.45 -0.36
```
Forces are in eV/Å.

=====

Entry from OMol25: a cluster of 7 separate species, C10H24BBr6N3O8 in total (ωB97M-V/def2-TZVPD).

spin multiplicity = 1
E = -16630.2570 Eh
energy above the lowest of the compared OMol25 structures with the same formula, charge and spin = 0.0 kcal per mole
charge = +2

Geometry as XYZ:
```
52
Properties=species:S:1:pos:R:3:forces:R:3
N -17.71198 11.62844 18.85099 0.26 -0.55 0.07
H -17.40103 10.81588 19.38741 -0.17 0.03 -0.03
H -18.69584 11.49706 18.61713 0.01 0.23 -0.08
H -17.10048 11.64488 18.02115 -0.14 0.34 0.00
H -17.51096 12.47318 19.42009 -0.01 0.11 -0.26
N -8.64653 9.79981 24.14988 -0.11 0.24 0.81
H -9.33984 9.05698 24.06056 0.00 0.06 -0.16
H -7.71005 9.39173 24.10524 0.04 0.24 -0.39
H -8.73940 10.23099 25.07558 0.05 -0.14 -0.01
H -8.83691 10.55640 23.47664 0.16 -0.11 -0.57
N -14.72638 11.39808 23.86281 -0.39 -0.78 1.49
H -13.99843 10.69552 24.01604 0.40 0.41 -0.47
H -14.40925 12.37173 23.77482 0.00 -0.11 -0.57
H -15.26757 11.35564 24.73907 -0.18 0.26 -0.25
H -15.33664 11.07367 23.11463 0.10 0.47 -0.27
O -9.83794 14.12763 21.41059 0.05 0.32 0.00
C -10.83568 13.50867 21.26666 0.00 -0.54 0.13
O -11.98028 13.87155 20.70481 -0.27 0.39 0.18
B -12.93219 12.78958 20.72696 0.53 -0.44 -0.78
O -12.26799 11.66212 21.44366 -0.02 0.31 0.44
C -11.01400 12.03344 21.71112 0.05 0.18 -0.71
O -10.12994 11.33929 22.12647 -0.21 -0.47 0.71
O -14.25004 13.15253 21.30541 -0.09 0.05 0.18
C -15.14832 13.16054 20.33547 -0.19 0.18 -0.06
O -16.29040 13.54390 20.39276 0.11 -0.36 0.40
C -14.50523 12.56063 19.07625 -0.34 0.30 0.10
O -13.25413 12.35701 19.32371 0.30 -0.11 0.23
O -15.14729 12.33516 18.08628 0.04 -0.26 -0.22
Br -7.64105 17.68863 23.72043 -0.02 -0.07 0.02
C -7.38107 15.87052 23.10587 -0.13 -0.14 -0.51
C -6.93033 15.02129 24.25614 0.12 0.19 0.55
Br -6.66540 13.17757 23.65348 -0.10 -0.14 0.04
H -6.66589 15.89543 22.28857 0.19 0.07 0.16
H -8.31332 15.50632 22.68090 -0.07 0.14 0.18
H -7.64812 15.01744 25.07228 -0.16 -0.19 -0.16
H -5.98461 15.32908 24.69288 0.12 0.01 -0.27
Br -15.19795 18.12054 22.15174 -0.01 0.01 -0.09
C -15.42655 16.23166 22.46764 -0.18 -0.17 0.61
C -16.21601 16.08095 23.75870 0.59 -0.28 -0.80
Br -16.62800 14.15096 23.99748 -0.06 0.05 0.12
H -14.43856 15.79917 22.58691 0.04 -0.05 -0.22
H -15.96940 15.77279 21.64969 0.11 0.15 -0.20
H -17.16663 16.59079 23.67173 -0.10 -0.04 0.43
H -15.60232 16.33343 24.61224 -0.33 0.26 0.22
Br -16.19733 8.90508 15.25789 -0.03 -0.05 0.02
C -14.28165 9.24784 15.13245 0.12 0.17 0.16
C -14.01880 10.61794 15.70661 0.02 -0.01 0.42
Br -12.20406 11.18958 15.30931 -0.15 -0.01 -0.02
H -13.97184 9.14997 14.09833 -0.21 0.02 -0.09
H -13.79795 8.48598 15.73451 0.03 -0.08 -0.10
H -14.08636 10.59304 16.78873 0.06 -0.08 0.01
H -14.72463 11.37838 15.38847 0.19 0.01 -0.42
```
Forces are in eV/Å.

=====

Entry from OMol25: a structure of composition C10H24BF4IrN4 (ωB97M-V/def2-TZVPD).

spin multiplicity = 1
E = -1142.6434 Eh
energy above the lowest of the compared OMol25 structures with the same formula, charge and spin = 102.8 kcal per mole
charge = +2

Geometry as XYZ:
```
44
Properties=species:S:1:pos:R:3:forces:R:3
Ir -0.09842 0.71489 -1.08715 -0.59 -2.86 5.96
C -2.31149 -2.21038 0.08579 0.11 0.29 -0.20
C -2.07891 -1.83527 -1.37619 -0.75 -0.21 0.51
N -0.74891 -1.35161 -1.73759 1.14 2.06 -1.25
C 0.41392 -2.24450 -1.58612 0.46 -0.26 0.26
C 1.17160 -2.04462 -0.26502 -0.44 -0.68 -0.42
N 1.53965 -0.64413 -0.02511 -1.74 1.56 -1.48
C 1.79361 -0.33730 1.37342 0.11 0.24 0.95
C 2.07580 1.13118 1.76201 -0.21 -0.05 -0.28
C 1.56088 2.30781 0.91857 0.94 0.17 0.52
N 0.16207 2.33166 0.47990 0.35 -0.55 -2.64
C -0.90938 2.42949 1.47599 -0.61 -0.55 0.33
C -1.42649 1.05338 1.88671 0.37 0.68 0.21
N -1.74658 0.21547 0.71853 0.84 0.85 -1.82
C -1.96277 -1.16440 1.15907 0.04 -0.87 0.09
H -1.77738 -3.12955 0.32748 -0.02 -0.03 0.01
H -3.37232 -2.45028 0.15590 0.02 -0.07 -0.02
H -2.79373 -1.06415 -1.68046 0.11 -0.06 -0.05
H -2.31428 -2.73248 -1.96600 0.16 0.22 -0.04
H -0.80217 -1.08405 -2.72339 0.07 -0.44 -0.02
H 1.09037 -2.05087 -2.42214 -0.13 -0.01 0.03
H 0.09021 -3.28949 -1.64353 0.08 0.09 -0.04
H 2.06488 -2.67848 -0.30507 -0.03 0.14 0.13
H 0.56222 -2.39161 0.56969 0.08 0.11 0.04
H 2.33699 -0.37346 -0.60538 -0.13 0.08 -0.09
H 2.66295 -0.91950 1.71297 -0.20 -0.04 -0.14
H 0.94100 -0.71041 1.94604 0.07 -0.01 -0.16
H 3.15573 1.28483 1.78467 -0.03 0.02 0.07
H 1.73544 1.23969 2.79201 0.05 -0.02 0.06
H 2.17362 2.40296 0.02024 -0.18 0.01 0.04
H 1.75554 3.20396 1.52444 -0.10 -0.08 -0.13
H 0.08578 3.12948 -0.15417 0.05 0.14 0.26
H -1.73250 3.00289 1.04526 0.13 0.07 -0.03
H -0.55916 2.95554 2.37089 0.01 0.04 -0.18
H -2.31037 1.18616 2.52174 0.07 -0.12 -0.09
H -0.67664 0.53162 2.48129 -0.05 -0.04 -0.06
H -2.59633 0.57134 0.27345 0.12 -0.06 0.11
H -2.76725 -1.17739 1.90539 0.16 0.19 -0.03
H -1.05701 -1.47084 1.68518 -0.06 0.10 -0.01
F 0.76328 0.32324 -3.38991 -0.21 -0.72 -0.56
B 1.39368 1.56989 -3.19043 0.06 -0.26 0.62
F 0.30017 2.36387 -2.64487 -0.79 0.61 -0.12
F 2.06382 2.07126 -4.18459 0.22 0.43 -0.61
F 2.14887 1.33413 -1.98948 0.44 -0.09 0.28
```
Forces are in eV/Å.

=====

Entry from OMol25: a structure of composition C10H24CaF6O14S2 (ωB97M-V/def2-TZVPD).

spin multiplicity = 1
E = -3522.1112 Eh
energy above the lowest of the compared OMol25 structures with the same formula, charge and spin = 0.0 kcal per mole

Geometry as XYZ:
```
57
Properties=species:S:1:pos:R:3:forces:R:3
Ca 0.30799 0.00416 -0.32276 -0.29 0.57 0.24
C 1.23246 4.17964 2.20512 0.28 -1.77 0.14
F 0.60927 3.98658 3.37452 -0.27 0.11 0.03
F 0.29576 4.43149 1.28322 0.15 0.21 -0.12
F 2.04095 5.20641 2.34117 0.15 0.42 -0.24
S 2.21265 2.57339 1.80427 1.38 0.04 1.35
O 2.51868 2.01749 3.12740 -1.04 0.19 -0.99
O 1.31108 1.77128 0.98414 -0.69 0.36 0.20
O 3.40535 2.99351 1.11340 -0.30 0.37 -0.52
C -3.46595 -2.12400 0.87142 0.61 -0.12 -2.51
F -3.79962 -0.90000 1.30139 0.19 -0.16 0.64
F -2.47134 -2.66476 1.56631 0.01 0.18 0.97
F -4.52876 -2.90060 0.93830 -0.19 -0.08 0.34
S -2.88232 -1.99768 -0.92904 -3.09 -1.08 -1.80
O -2.92015 -3.33918 -1.49792 1.01 0.61 1.27
O -3.93630 -1.18793 -1.53423 1.03 0.53 0.79
O -1.56821 -1.37307 -0.86322 0.72 0.29 0.35
C 1.19538 -3.14325 -0.64938 0.25 -1.14 1.97
C 2.14475 -3.85222 0.34228 0.19 0.02 -0.42
O 3.37974 -4.14169 -0.30355 -0.07 -0.27 -0.36
O 1.61576 -1.83716 -0.95729 0.57 -0.26 -0.42
H 0.25092 -3.09366 -0.10333 -0.16 0.30 -0.33
H 1.03299 -3.76908 -1.52867 0.13 0.13 -0.08
H 1.64236 -4.76236 0.69027 0.01 -0.05 -0.14
H 2.42754 -3.27112 1.22554 -0.76 0.39 -0.06
H 3.89269 -4.68579 0.30053 0.16 0.02 -0.13
H 2.32023 -1.90454 -1.60945 0.03 0.15 0.08
C -2.11823 1.78555 -1.74603 0.06 1.41 -0.49
C -3.19521 2.29730 -0.79938 0.50 -1.17 0.06
O -2.69514 3.44749 -0.06107 -1.05 -1.09 -0.49
O -0.85677 1.91045 -1.07076 -0.27 -0.01 -0.40
H -2.12708 2.45032 -2.62113 0.28 -0.08 -0.03
H -2.24977 0.77209 -2.11527 -0.21 -0.06 0.43
H -3.35130 1.48409 -0.08103 -0.33 0.07 -0.01
H -4.12803 2.49169 -1.32978 0.05 0.16 0.04
H -3.22652 3.27597 0.72432 0.50 1.03 0.47
H -0.91377 2.77900 -0.63495 0.33 -0.27 0.29
C 1.38681 0.14141 -3.51160 -0.05 0.73 -0.08
C 1.94958 1.35184 -2.80357 0.22 -0.60 -0.70
O 2.24232 1.02709 -1.45605 0.11 -0.06 -0.30
O 0.28649 -0.37112 -2.79244 -0.21 0.17 -0.29
H 2.20025 -0.59102 -3.58069 -0.22 -0.18 -0.32
H 1.04426 0.51290 -4.48275 0.30 -0.43 -0.24
H 1.26071 2.19402 -2.87026 0.14 0.05 0.25
H 2.87743 1.52988 -3.35437 -0.08 0.64 0.10
H 3.19806 0.96383 -1.38542 -0.02 0.14 0.54
H -0.17045 -0.99430 -3.36625 -0.27 -0.11 0.37
C -0.51269 0.01403 2.92638 -0.12 -1.59 -0.35
C 0.53634 -1.10243 2.79383 0.21 1.57 0.44
O 1.32711 -0.84823 1.62195 -0.07 -0.99 0.71
O -1.20963 0.11302 1.66272 0.38 0.20 0.72
H -0.08843 0.97118 3.22058 0.17 -0.07 -0.04
H -1.21104 -0.38455 3.66752 -0.10 0.43 0.20
H 0.12556 -2.11151 2.79036 -0.23 0.09 -0.27
H 1.17530 -0.98262 3.67131 0.02 -0.24 0.05
H 2.24083 -0.83687 1.91949 0.11 0.30 -0.37
H -2.06091 0.49364 1.89389 -0.14 -0.01 -0.52
```
Forces are in eV/Å.

=====

Entry from OMol25: a structure of composition C10H24CeIO2P2 (ωB97M-V/def2-TZVPD).

spin multiplicity = 2
E = -2000.8491 Eh
charge = +2
<S²> = 0.752

Geometry as XYZ:
```
40
Properties=species:S:1:pos:R:3:forces:R:3
C 1.77334 2.46788 -3.56926 0.29 -0.01 -0.45
I 2.17583 0.44771 -2.72263 0.28 1.23 -1.17
H 0.84882 2.84316 -3.14209 0.06 -0.15 0.08
H 1.67829 2.35127 -4.66087 0.07 -0.23 0.61
H 2.62814 3.11447 -3.32866 -0.27 -0.51 0.08
Ce 0.26933 0.10133 -0.23300 -1.20 -0.05 0.07
P -1.71966 -1.25018 -1.75272 -1.56 -1.03 -1.27
C -1.09303 -2.69953 -2.67518 0.39 -0.03 0.01
C -3.25926 -1.99495 -1.11916 -0.10 0.15 0.38
H -3.84348 -2.35906 -1.97509 0.14 0.07 0.24
H -3.04884 -0.90596 -3.73578 0.10 0.25 0.09
H -3.84554 -1.24182 -0.58030 0.02 -0.24 -0.05
H -2.94596 0.59478 -2.75007 0.04 -0.16 -0.23
H -0.87722 -3.53117 -1.99321 -0.05 0.16 -0.18
H -3.03113 -2.83677 -0.45244 -0.08 0.25 -0.11
C -2.38604 -0.26337 -3.14317 0.13 0.25 0.09
H -1.87684 -2.99389 -3.38599 0.24 -0.04 0.18
H -1.57149 0.09498 -3.78381 -0.19 -0.01 0.06
H -0.18604 -2.44789 -3.23389 -0.10 -0.12 0.00
P 1.52775 1.16052 2.01724 1.06 0.99 2.10
C 3.21108 0.55415 2.37336 0.13 -0.16 -0.24
C 1.88105 2.94888 1.84408 -0.14 0.06 -0.28
H -0.14194 1.57354 3.72757 0.19 -0.12 0.13
H 1.53629 1.75416 4.33350 -0.24 -0.22 -0.07
H 0.83725 0.11457 4.09814 -0.05 0.27 -0.04
C 0.86581 1.14196 3.71396 -0.34 -0.07 -0.01
H 0.94238 3.51509 1.80041 0.26 0.00 0.04
H 2.46166 3.25491 2.72484 -0.17 0.06 -0.27
H 3.63451 1.24139 3.11978 0.04 -0.34 -0.18
H 3.83151 0.56940 1.47099 0.05 -0.01 0.20
H 2.46758 3.14668 0.93872 -0.09 0.05 0.18
H 3.17139 -0.46658 2.77184 0.09 0.22 -0.04
C 2.26147 -1.49730 -0.25120 3.77 -4.59 0.09
O 3.01464 -2.37108 -0.29216 -2.90 3.54 0.17
C -2.20861 -0.88677 2.56531 -0.10 0.09 -0.16
C -1.14702 -0.74478 1.50492 -0.05 -0.89 0.46
O -0.38397 -1.71217 1.22038 -0.26 1.29 -0.14
H -2.83269 0.01424 2.56293 0.10 -0.30 0.14
H -1.77681 -1.02437 3.56881 0.16 0.14 -0.30
H -2.84256 -1.77743 2.42390 0.27 0.21 -0.22
```
Forces are in eV/Å.